Record 1
A single C8H15NO5S2 molecule at a distorted geometry, computed with wB97M-V/def2-TZVPD.

```
31
C8H15NO5S2 | the Open Molecules 2025 dataset | wB97M-V/def2-TZVPD
C 2.925 1.526 -0.046
C 1.719 1.414 0.906
S 0.190 1.735 -0.010
O 0.539 2.506 -1.226
O -0.685 2.597 0.845
C -0.706 0.285 -0.520
C 0.241 -0.644 -1.105
N 0.140 -0.973 -2.362
C 1.265 -1.849 -2.664
C 2.092 -1.870 -1.367
O 1.320 -1.146 -0.437
S -1.401 -0.499 0.852
O -0.556 -0.497 2.074
O -1.748 -1.861 0.473
C -2.891 0.429 1.291
C -3.875 -0.415 2.070
H 2.776 0.807 -0.834
H 3.831 1.292 0.522
H 3.046 2.535 -0.490
H 1.659 0.436 1.376
H 1.756 2.129 1.702
H -1.428 0.612 -1.249
H 0.887 -2.860 -2.879
H 1.930 -1.479 -3.435
H 3.065 -1.453 -1.566
H 2.321 -2.862 -1.041
H -2.543 1.261 1.875
H -3.385 0.775 0.365
H -4.809 0.129 2.219
H -4.130 -1.370 1.584
H -3.543 -0.690 3.078
```

Computed properties:
**Net charge**: 0
**Energy relative to the best compared isomer or geometry (same formula, charge and spin)**: 12.9 kJ/mol
**HOMO-LUMO gap**: 10.64 eV
**Total energy**: -1541.06597 hartree
**SMILES**: CCS(=O)(=O)C(C1=NCCO1)S(=O)(=O)CC
**E_HOMO**: -10.1 eV

Record 2
A molecular structure, C38H25CuF3N7O10S2Sb, computed with wB97M-V/def2-TZVPD.

```
87
C38H25CuF3N7O10S2Sb | the Open Molecules 2025 dataset | wB97M-V/def2-TZVPD
Cu 1.622 -0.348 1.317
N 0.176 -0.365 4.613
C 1.494 -0.594 4.460
N 2.142 -0.593 3.317
C 3.505 -0.782 3.529
C 3.873 -0.952 4.814
S 2.496 -0.858 5.842
C 4.385 -0.737 2.364
C 5.733 -0.813 2.340
S 6.302 -0.539 0.735
C 4.669 -0.323 0.207
N 3.779 -0.522 1.144
N 4.362 0.035 -1.064
H -0.420 -0.402 3.801
H -0.258 -0.628 5.481
H 4.859 -1.109 5.214
H 6.417 -0.979 3.153
H 5.115 0.330 -1.662
H 3.516 0.583 -1.154
F 2.910 0.424 -7.301
C 2.512 0.141 -6.045
C 2.115 1.176 -5.223
C 1.708 0.878 -3.930
C 1.686 -0.440 -3.473
C 2.109 -1.455 -4.329
C 2.525 -1.173 -5.623
Sb 1.010 -0.891 -1.490
C -1.062 -0.496 -1.718
C -1.476 0.792 -2.057
C -2.825 1.101 -2.159
C -3.747 0.103 -1.911
F -5.058 0.396 -2.003
C -3.376 -1.180 -1.564
C -2.023 -1.470 -1.458
C 1.035 -3.006 -1.646
C 1.852 -3.715 -0.769
C 1.916 -5.100 -0.813
C 1.140 -5.760 -1.744
F 1.189 -7.104 -1.792
C 0.312 -5.095 -2.628
C 0.268 -3.710 -2.571
H 2.131 2.192 -5.593
H 1.417 1.687 -3.272
H 2.122 -2.484 -3.995
H 2.852 -1.952 -6.298
H -0.745 1.569 -2.244
H -3.164 2.094 -2.418
H -4.134 -1.928 -1.375
H -1.726 -2.471 -1.169
H 2.435 -3.187 -0.023
H 2.539 -5.666 -0.135
H -0.280 -5.656 -3.337
H -0.372 -3.179 -3.267
O -0.858 -3.248 2.262
C -0.739 -2.137 1.789
O 0.301 -1.711 1.140
C -1.900 -1.160 1.883
C -3.155 -1.634 2.261
C -4.193 -0.729 2.328
C -4.056 0.627 2.066
C -2.797 1.077 1.707
C -1.733 0.183 1.595
N -2.523 2.407 1.390
O -3.535 3.376 1.761
O -0.212 3.083 1.736
N -5.536 -1.224 2.706
O -6.388 -0.396 2.951
O -5.704 -2.425 2.723
H -3.301 -2.680 2.482
H -4.898 1.297 2.147
H -0.772 0.557 1.265
O 1.492 2.228 -1.212
C 1.229 2.283 -0.007
O 1.804 1.613 0.907
C 0.108 3.225 0.427
C -0.427 4.097 -0.433
C -1.433 5.103 -0.184
C -2.252 5.243 0.861
C -2.465 4.347 2.024
C -1.529 3.150 2.166
N -3.202 6.377 0.815
O -3.968 6.479 1.756
O -3.204 7.106 -0.155
H -0.002 4.067 -1.426
H -1.547 5.856 -0.954
H -2.678 4.896 2.935
H -1.487 2.827 3.211
```

Computed properties:
**Spin multiplicity**: 2
**Net charge**: 0
**Energy relative to the best compared isomer or geometry (same formula, charge and spin)**: 33.7 kJ/mol
**HOMO-LUMO gap (spin up / spin down)**: 7.53 / 6.79 eV
**Total energy**: -5575.26498 hartree
**⟨S²⟩**: 0.76
**E_HOMO (spin up / spin down)**: -8.6 / -8.8 eV

Record 3
6 unconnected molecules or ions with the total composition H12O6 at a distorted geometry, computed with wB97M-V/def2-TZVPD.

```
18
H12O6 | the Open Molecules 2025 dataset | wB97M-V/def2-TZVPD
O 0.862 -0.285 2.882
H 1.317 -1.173 3.117
H -0.081 -0.571 2.561
O -0.978 -1.705 1.581
H -1.350 -1.329 0.682
H -0.529 -2.581 1.404
O -1.668 -0.269 -0.513
H -1.091 -0.449 -1.227
H -1.262 0.400 0.025
O 1.617 0.335 0.075
H 2.059 0.088 -0.694
H 2.062 0.099 0.860
O -0.181 -0.082 -2.534
H -0.450 0.034 -3.473
H -0.163 0.815 -2.155
O -0.284 1.939 -0.823
H 0.620 1.990 -0.427
H -0.503 2.744 -1.339
```

Computed properties:
**Net charge**: 0
**Energy relative to the best compared isomer or geometry (same formula, charge and spin)**: 142.4 kJ/mol
**HOMO-LUMO gap**: 10.56 eV
**Total energy**: -458.61824 hartree
**SMILES**: O.O.O.O.O.O
**E_HOMO**: -10.3 eV

Record 4
A single C4H5NS molecule at a distorted geometry, computed with wB97M-V/def2-TZVPD.

```
11
C4H5NS | the Open Molecules 2025 dataset | wB97M-V/def2-TZVPD
C 1.580 1.250 0.393
C 0.444 0.612 0.222
C 1.650 0.104 -0.567
C -1.811 -1.087 0.334
N -2.290 0.095 -0.590
S -1.345 0.591 0.586
H 1.927 2.122 0.947
H 1.492 0.228 -1.561
H 2.223 -0.706 -0.388
H -2.769 -1.527 0.702
H -1.099 -1.681 -0.077
```

Computed properties:
**Net charge**: 0
**Energy relative to the best compared isomer or geometry (same formula, charge and spin)**: 619.7 kJ/mol
**HOMO-LUMO gap**: 8.96 eV
**Total energy**: -608.11464 hartree
**E_HOMO**: -8.6 eV

Record 5
A molecular structure, C32H23MgN5O4 at a distorted geometry, computed with wB97M-V/def2-TZVPD.

```
65
C32H23MgN5O4 | the Open Molecules 2025 dataset | wB97M-V/def2-TZVPD
Mg 0.125 -0.104 0.144
C 0.047 -2.324 3.955
C 0.648 -1.695 2.859
N 0.153 -0.620 2.296
C -0.937 -0.052 2.800
C -1.598 -0.570 3.951
C -1.083 -1.765 4.496
C -2.680 0.129 4.510
C -3.026 1.359 3.988
C -2.396 1.888 2.876
C -1.385 1.177 2.192
N -0.709 1.571 1.137
C -0.916 2.675 0.393
C -2.135 3.152 -0.083
C -2.209 4.260 -0.924
C -1.087 4.948 -1.310
C 0.178 4.509 -0.878
C 1.390 5.134 -1.236
C 2.574 4.625 -0.776
C 2.537 3.519 0.087
N 1.433 2.945 0.472
C 0.267 3.379 -0.018
H 0.480 -3.227 4.372
H 1.557 -2.086 2.425
H -1.579 -2.202 5.357
H -3.196 -0.286 5.369
H -3.818 1.934 4.460
H -2.683 2.867 2.518
H -3.054 2.637 0.158
H -3.186 4.587 -1.266
H -1.164 5.814 -1.957
H 1.369 6.002 -1.890
H 3.522 5.063 -1.056
H 3.451 3.098 0.484
C -3.364 -0.374 0.212
N -2.041 -0.945 0.234
C -1.965 -2.205 0.038
C -0.730 -2.868 -0.053
C -0.436 -4.236 -0.172
C 0.947 -4.326 -0.235
C 1.421 -3.011 -0.166
N 0.422 -2.148 -0.057
C -4.045 -0.635 -1.107
C -5.333 -1.151 -1.173
C -5.916 -1.441 -2.396
C -5.212 -1.214 -3.567
C -3.923 -0.706 -3.506
C -3.334 -0.422 -2.287
H -3.258 0.698 0.372
H -3.983 -0.770 1.038
H -2.881 -2.814 -0.081
H -1.149 -5.044 -0.207
H 1.538 -5.223 -0.328
H 2.441 -2.666 -0.195
H -5.891 -1.330 -0.260
H -6.918 -1.853 -2.439
H -5.661 -1.447 -4.524
H -3.364 -0.532 -4.414
H -2.316 -0.054 -2.227
O 0.797 0.837 -3.567
C 0.784 0.654 -2.348
O -0.267 0.467 -1.652
C 2.090 0.612 -1.521
O 3.179 0.884 -2.036
O 1.923 0.273 -0.310
```

Computed properties:
**Net charge**: -2
**Energy relative to the best compared isomer or geometry (same formula, charge and spin)**: 50.6 kJ/mol
**HOMO-LUMO gap**: 6.03 eV
**Total energy**: -2008.31861 hartree
**E_HOMO**: -1.4 eV

Record 6
A single C16H23N3O4 molecule, computed with wB97M-V/def2-TZVPD.

```
46
C16H23N3O4 | the Open Molecules 2025 dataset | wB97M-V/def2-TZVPD
C -5.441 -1.207 1.888
O -4.736 -1.274 0.675
C -3.875 -0.251 0.353
C -3.703 0.873 1.152
C -2.840 1.894 0.796
C -2.113 1.819 -0.381
C -1.130 2.893 -0.754
C 0.169 2.737 0.042
N 0.828 1.497 -0.322
C 1.994 1.196 0.476
C 3.276 1.829 -0.074
C 4.292 0.709 -0.121
O 5.462 0.783 -0.363
N 3.613 -0.470 0.167
N 4.287 -1.703 0.120
C 4.273 -2.366 1.409
C 3.793 -2.538 -0.959
C 2.279 -0.300 0.456
O 1.485 -1.180 0.672
C -2.275 0.698 -1.178
C -3.140 -0.341 -0.843
O -3.170 -1.344 -1.765
C -3.889 -2.534 -1.539
H -6.116 -0.345 1.918
H -6.029 -2.123 1.931
H -4.765 -1.172 2.749
H -4.257 0.965 2.073
H -2.741 2.752 1.444
H -1.552 3.877 -0.540
H -0.897 2.833 -1.817
H 0.850 3.561 -0.195
H -0.057 2.782 1.122
H 0.162 0.730 -0.254
H 1.852 1.474 1.539
H 3.654 2.661 0.519
H 3.104 2.186 -1.091
H 4.936 -3.227 1.346
H 4.664 -1.680 2.159
H 3.273 -2.703 1.708
H 2.764 -2.881 -0.797
H 4.450 -3.401 -1.037
H 3.844 -1.973 -1.888
H -1.727 0.598 -2.102
H -3.678 -3.160 -2.407
H -3.553 -3.044 -0.634
H -4.964 -2.354 -1.475
```

Computed properties:
**Net charge**: 0
**Energy relative to the best compared isomer or geometry (same formula, charge and spin)**: 266.8 kJ/mol
**HOMO-LUMO gap**: 8.80 eV
**Total energy**: -1088.67722 hartree
**SMILES**: COc1ccc(CCN[C@@H]2CC(=O)N(N(C)C)C2=O)cc1OC
**E_HOMO**: -8.0 eV

> Among the records above, which one has the lowest energy relative to the best compared isomer or geometry (same formula, charge and spin)?

C8H15NO5S2

> Look up the total energy of the fifth one.

-2008.31861 hartree

> Number 2 is which compound?

C38H25CuF3N7O10S2Sb